Record 1
{"formula": "C22H22B3FO15", "method": "wB97M-V/def2-TZVPD", "elements": ["C", "C", "B", "O", "B", "O", "B", "C", "C", "F", "O", "H", "H", "H", "H", "H", "H", "H", "H", "H", "H", "O", "C", "C", "C", "O", "C", "O", "C", "C", "O", "H", "H", "H", "H", "O", "C", "C", "C", "O", "C", "O", "C", "C", "O", "H", "H", "H", "H", "O", "C", "C", "C", "O", "C", "O", "C", "C", "O", "H", "H", "H", "H"], "xyz": [[-4.8676, -6.8878, -0.0860], [-4.6902, -5.5816, -0.8782], [-5.9877, -4.7137, -0.8693], [-5.9910, -3.3562, -0.5623], [-6.9319, -2.9795, 0.3700], [-8.1517, -3.6182, 0.3519], [-8.3493, -4.6102, -0.5929], [-9.7934, -5.0002, -1.0919], [-10.4617, -6.0381, -0.1867], [-10.5996, -3.8552, -1.1425], [-7.2451, -5.2684, -1.0844], [-4.0681, -7.5989, -0.2964], [-5.8092, -7.3813, -0.3363], [-4.8811, -6.6974, 0.9892], [-3.8973, -4.9765, -0.4370], [-4.3948, -5.8047, -1.9076], [-6.6987, -2.1583, 1.1941], [-9.7333, -5.3789, -2.1145], [-9.7505, -6.5353, 0.4762], [-11.1872, -5.5176, 0.4396], [-10.9904, -6.8035, -0.7535], [-2.7302, -3.3423, -1.9019], [-2.3811, -2.2690, -1.4411], [-3.2436, -1.1268, -1.2698], [-2.7155, -0.0075, -0.7522], [-3.3959, 1.1055, -0.5409], [-1.2531, 0.0914, -0.3469], [-0.9079, 1.1764, 0.1048], [-0.3945, -1.0491, -0.5014], [-0.9225, -2.1710, -1.0171], [-0.2496, -3.2885, -1.2146], [-4.2827, -1.2144, -1.5527], [-2.7582, 1.7444, -0.1620], [0.6395, -0.9597, -0.2053], [-0.8915, -3.9185, -1.6050], [2.1508, 0.7509, -0.5269], [3.0309, 1.3425, 0.0716], [4.4361, 1.0251, -0.0181], [5.3070, 1.7510, 0.6995], [6.6132, 1.5603, 0.6958], [4.8642, 2.8896, 1.6066], [5.7568, 3.4566, 2.2192], [3.4685, 3.2179, 1.6841], [2.5881, 2.4954, 0.9650], [1.2961, 2.7319, 0.9822], [4.7426, 0.2147, -0.6638], [6.9856, 2.2385, 1.2974], [3.1621, 4.0351, 2.3215], [0.8042, 2.0899, 0.4239], [7.2024, 7.8449, 2.4106], [7.9443, 7.3249, 1.5958], [7.7965, 5.9937, 1.0609], [8.7086, 5.5631, 0.1778], [8.6879, 4.3632, -0.3808], [9.8836, 6.4142, -0.2798], [10.6405, 5.8867, -1.0771], [10.0234, 7.7509, 0.2414], [9.1114, 8.1852, 1.1253], [9.1236, 9.3840, 1.6790], [6.9673, 5.3863, 1.3979], [9.4720, 4.3334, -0.9687], [10.8532, 8.3572, -0.0923], [8.3459, 9.4035, 2.2768]], "gap_ev": 7.98}

=====

Record 2
{"formula": "C22H22BrN3O2Re", "method": "wB97M-V/def2-TZVPD", "elements": ["Re", "O", "C", "C", "C", "C", "C", "C", "C", "O", "N", "N", "C", "C", "Br", "C", "C", "C", "C", "C", "C", "C", "H", "H", "H", "H", "H", "H", "H", "H", "H", "H", "H", "H", "H", "H", "C", "C", "C", "C", "C", "C", "N", "H", "H", "H", "H", "H", "H", "H", "H"], "xyz": [[0.0170, 0.1999, 0.0853], [2.9137, -4.0975, 1.5855], [3.8220, -3.0970, 1.6899], [5.1138, -3.2982, 2.1688], [5.9810, -2.2285, 2.2802], [5.5619, -0.9501, 1.9381], [4.2761, -0.7415, 1.4523], [3.4085, -1.8097, 1.3047], [1.9942, -1.7070, 0.7370], [1.7042, -0.6248, -0.0417], [1.0247, -1.7830, 1.8313], [-0.1258, -1.1378, 1.6046], [-1.1941, -1.3628, 2.3298], [-2.3900, -0.6372, 2.1528], [-2.1665, 0.8555, 0.8559], [-3.6352, -0.7313, 2.7054], [-4.2337, -1.6973, 3.5698], [-5.4603, -1.3155, 4.1631], [-6.1169, -2.1505, 5.0378], [-5.5887, -3.4031, 5.3313], [-4.4059, -3.8178, 4.7226], [-3.7347, -2.9849, 3.8539], [3.3208, -4.9561, 1.7714], [5.4305, -4.2901, 2.4572], [6.9810, -2.3917, 2.6512], [6.2386, -0.1169, 2.0511], [3.9552, 0.2510, 1.1779], [1.8732, -2.6093, 0.0935], [1.0474, -2.6135, 2.4128], [-1.1554, -2.0861, 3.1388], [-4.3126, 0.0785, 2.4539], [-5.8701, -0.3423, 3.9375], [-7.0456, -1.8331, 5.4846], [-6.1031, -4.0603, 6.0154], [-4.0204, -4.8050, 4.9255], [-2.8507, -3.3440, 3.3510], [-2.1375, 1.3266, -2.5157], [-0.7576, 1.8380, -2.4574], [-0.2107, 2.7711, -3.3757], [1.1129, 2.9344, -3.0417], [1.3522, 2.1146, -1.9149], [2.6239, 1.9419, -1.2081], [0.1964, 1.4629, -1.5508], [-2.5673, 1.5365, -3.4935], [-2.7654, 1.8367, -1.7803], [-2.1886, 0.2551, -2.3162], [-0.7570, 3.2456, -4.1650], [1.8363, 3.5679, -3.5119], [3.3821, 2.6066, -1.6101], [2.9675, 0.9079, -1.3163], [2.5051, 2.1234, -0.1372]], "multiplicity": 2, "charge": 2, "s_squared": 0.819, "gap_ev": [4.03, 4.09], "de_lowest_kcal_mol": 41.47}

=====

Record 3
{"formula": "C22H22Cl51NO3S", "method": "wB97M-V/def2-TZVPD", "elements": ["O", "S", "O", "O", "C", "C", "C", "C", "C", "N", "H", "H", "H", "H", "H", "C", "Cl", "Cl", "Cl", "H", "C", "Cl", "Cl", "Cl", "H", "C", "Cl", "Cl", "Cl", "H", "C", "Cl", "Cl", "Cl", "H", "C", "Cl", "Cl", "Cl", "H", "C", "Cl", "Cl", "Cl", "H", "C", "Cl", "Cl", "Cl", "H", "C", "Cl", "Cl", "Cl", "H", "C", "Cl", "Cl", "Cl", "H", "C", "Cl", "Cl", "Cl", "H", "C", "Cl", "Cl", "Cl", "H", "C", "Cl", "Cl", "Cl", "H", "C", "Cl", "Cl", "Cl", "H", "C", "Cl", "Cl", "Cl", "H", "C", "Cl", "Cl", "Cl", "H", "C", "Cl", "Cl", "Cl", "H", "C", "Cl", "Cl", "Cl", "H"], "xyz": [[0.9008, -0.3285, 1.6287], [-0.0945, -1.1918, 0.8132], [0.6839, -1.9653, -0.5218], [-1.2975, -0.2009, 0.0425], [-2.5053, -1.0900, 0.0676], [-3.2125, -1.3888, 1.5019], [-4.5195, -2.3774, 1.7665], [-5.0622, -3.0358, 0.3267], [-4.2354, -2.5887, -1.0024], [-3.0404, -1.7148, -1.1759], [1.0956, -2.7874, -0.1138], [-2.7357, -0.8594, 2.4544], [-5.0019, -2.5945, 2.8096], [-5.9861, -3.7758, 0.2979], [-4.6686, -3.0464, -2.0189], [-0.4268, 2.8365, -0.9455], [-1.0947, 2.4729, -2.5458], [0.6882, 4.2106, -1.0342], [-1.7278, 3.1647, 0.2117], [0.1305, 1.9626, -0.5983], [4.2369, 1.1504, 0.5860], [5.8231, 0.3995, 0.8296], [4.2827, 2.8625, 1.0401], [3.7135, 0.9670, -1.0968], [3.5133, 0.6429, 1.2290], [1.0269, 4.0980, 3.1726], [-0.3138, 4.0537, 4.3301], [0.6710, 5.2232, 1.8509], [2.5355, 4.5497, 3.9849], [1.1498, 3.0977, 2.7495], [6.9629, -3.0471, 1.8822], [8.4495, -2.6253, 2.7491], [7.3326, -4.0289, 0.4543], [5.8403, -3.9037, 2.9525], [6.4840, -2.1226, 1.5498], [-3.5528, -6.2533, 2.6103], [-3.6114, -4.5132, 2.2814], [-4.1910, -7.1685, 1.2339], [-1.8961, -6.7610, 2.9806], [-4.1793, -6.4602, 3.4817], [1.9269, 8.6998, 2.8851], [0.5862, 8.6555, 4.0426], [1.5710, 9.8250, 1.5634], [3.4355, 9.1515, 3.6974], [2.0498, 7.6995, 2.4620], [-1.1397, 7.0205, -3.5783], [0.4896, 7.7076, -3.6898], [-2.0766, 7.4016, -5.0331], [-1.0602, 5.2678, -3.3310], [-1.6436, 7.4672, -2.7174], [5.4686, -1.4431, -3.3525], [6.7399, -0.5991, -4.2529], [4.1765, -1.9687, -4.4451], [6.1420, -2.8268, -2.4743], [5.0425, -0.7477, -2.6248], [1.5472, -7.6482, 1.7901], [1.4886, -5.9081, 1.4612], [0.9090, -8.5634, 0.4137], [3.2039, -8.1560, 2.1604], [0.9207, -7.8552, 2.6615], [-3.2371, -10.4028, 2.8870], [-1.7505, -9.9810, 3.7538], [-2.8674, -11.3846, 1.4591], [-4.3597, -11.2593, 3.9573], [-3.7160, -9.4782, 2.5546], [-2.9397, -2.8613, 5.8986], [-1.3104, -2.1742, 5.7871], [-3.8766, -2.4802, 4.4438], [-2.8602, -4.6140, 6.1459], [-3.4436, -2.4146, 6.7595], [1.4091, -8.8636, 6.3537], [0.3441, -8.1533, 5.1288], [1.9067, -7.6374, 7.5321], [0.6060, -10.2178, 7.1666], [2.3036, -9.2437, 5.8537], [7.3771, 2.9300, -6.5949], [8.3816, 1.6835, -5.8355], [5.9604, 2.2007, -7.3699], [6.8788, 4.1404, -5.4006], [7.9714, 3.4297, -7.3642], [-1.5953, 1.2296, -6.3200], [-1.9269, 2.6870, -5.3685], [-1.1775, -0.1254, -5.2574], [-2.9889, 0.8182, -7.3340], [-0.7421, 1.4312, -6.9727], [1.5635, -4.4047, -3.2358], [2.8970, -4.3510, -2.0703], [2.1699, -4.7787, -4.8582], [0.3483, -5.5936, -2.7365], [1.0906, -3.4197, -3.2636], [-3.7731, 10.7340, -4.7445], [-5.1138, 10.6897, -3.5871], [-4.1290, 11.8592, -6.0662], [-2.2645, 11.1857, -3.9323], [-3.6502, 9.7337, -5.1676], [-6.9909, 11.9684, -0.5844], [-8.0559, 12.6788, -1.8093], [-6.4933, 13.1946, 0.5940], [-7.7940, 10.6143, 0.2285], [-6.0964, 11.5883, -1.0844]], "gap_ev": 8.18}

=====

Which formula does entry 2 have? C22H22BrN3O2Re